{
  "formula": "C21H31BrClFIN3OSi2",
  "method": "ωB97M-V/def2-TZVPD",
  "species": ["C", "C", "C", "Br", "C", "N", "C", "Cl", "C", "C", "C", "C", "C", "N", "C", "C", "C", "C", "O", "I", "C", "F", "H", "H", "H", "H", "H", "H", "H", "H", "H", "H", "H", "H", "H", "C", "Si", "C", "C", "N", "Si", "C", "C", "C", "H", "H", "H", "H", "H", "H", "H", "H", "H", "H", "H", "H", "H", "H", "H", "H", "H", "H"],
  "coordinates": [[4.0622, 0.1970, -5.8099], [3.9926, -1.3253, -6.0798], [2.6521, -1.8731, -5.5559], [2.5772, -3.7977, -5.7342], [2.4507, -1.4846, -4.1233], [3.4421, -1.7056, -3.2406], [3.3430, -1.3609, -1.9466], [4.6989, -1.7656, -0.9950], [2.2002, -0.7539, -1.4389], [2.1593, -0.3870, -0.0025], [3.0443, 0.5746, 0.4736], [3.0172, 0.8860, 1.8178], [2.0936, 0.2342, 2.6211], [1.2446, -0.6940, 2.1989], [1.2869, -0.9753, 0.9024], [1.1337, -0.5189, -2.3276], [-0.1322, 0.1060, -1.8445], [-1.3867, -0.4432, -2.5035], [-2.1024, 0.2286, -3.1348], [-1.8501, -2.5101, -2.2226], [1.3003, -0.8835, -3.6626], [0.3401, -0.6491, -4.5490], [4.4551, 0.4276, -4.8259], [3.0500, 0.5913, -5.8973], [4.6308, 0.6912, -6.5874], [4.0615, -1.4671, -7.1516], [4.8111, -1.8513, -5.5913], [1.8802, -1.3924, -6.1404], [4.2878, -2.1494, -3.5809], [3.7406, 1.0817, -0.1794], [3.6992, 1.6157, 2.2179], [2.0567, 0.4880, 3.6718], [0.5936, -1.7291, 0.5406], [-0.1608, 1.1822, -1.9978], [-0.2431, -0.0949, -0.7831], [-2.1232, 3.3068, 5.0423], [-2.5432, 1.5968, 4.3472], [-4.1257, 1.0358, 5.2270], [-1.1444, 0.4386, 4.9041], [-2.6985, 1.7161, 2.6796], [-3.0620, 0.4650, 1.6388], [-4.7522, -0.3382, 1.9325], [-1.7649, -0.9188, 1.6327], [-3.0936, 1.1400, -0.1375], [-2.0097, 3.2733, 6.1324], [-1.1881, 3.6739, 4.6134], [-2.9171, 4.0179, 4.8055], [-4.0479, 1.1882, 6.3106], [-4.3243, -0.0261, 5.0646], [-4.9828, 1.6083, 4.8682], [-0.2262, 0.6596, 4.3549], [-1.4009, -0.6113, 4.7442], [-0.9356, 0.5614, 5.9741], [-4.7553, -0.9489, 2.8375], [-5.0304, -0.9958, 1.0976], [-5.5231, 0.4277, 2.0270], [-0.7643, -0.4840, 1.5528], [-1.9165, -1.5828, 0.7735], [-1.8037, -1.5322, 2.5341], [-2.1214, 1.5734, -0.3970], [-3.8530, 1.9166, -0.2350], [-3.3219, 0.3470, -0.8631]],
  "forces_ev_per_a": [[-0.4, -0.6, -0.4], [-0.2, 0.6, 0.5], [0.9, 0.6, -0.1], [-0.2, 0.0, 0.0], [-0.3, -0.1, -0.2], [-0.5, 0.3, 0.0], [0.2, -0.1, 0.1], [0.0, 0.0, 0.0], [0.0, -0.2, -0.1], [0.2, 0.3, 0.0], [0.1, 0.1, 0.3], [0.0, -0.1, -0.5], [0.1, 0.0, 0.5], [0.7, 0.2, -0.3], [0.1, -0.6, -0.3], [0.2, -0.1, 0.2], [-0.3, -0.6, 0.2], [0.4, 0.1, 0.1], [-0.8, 0.5, -0.8], [0.3, -0.3, 0.1], [0.3, -0.1, 0.0], [0.0, 0.1, 0.1], [0.1, 0.2, 0.1], [-0.1, 0.3, 0.1], [0.3, 0.1, 0.1], [0.0, -0.4, -0.1], [0.2, -0.1, -0.2], [-0.4, -0.4, -0.1], [0.0, -0.1, 0.1], [0.0, 0.0, -0.1], [0.0, 0.1, 0.2], [-0.1, -0.1, 0.1], [-0.1, -0.1, 0.1], [0.2, 0.2, -0.1], [0.0, 0.2, 0.2], [0.0, -0.2, 0.4], [-0.1, 0.5, -1.1], [0.2, 0.0, 0.4], [-0.1, 0.0, 0.5], [0.1, -0.6, 0.2], [0.0, 1.1, 0.7], [0.1, -0.4, -0.4], [-0.2, -0.1, -0.5], [0.0, -0.6, -0.1], [0.0, 0.1, 0.0], [0.0, 0.0, 0.0], [0.0, 0.0, -0.1], [-0.1, 0.0, 0.0], [0.0, 0.0, -0.1], [0.0, 0.0, -0.1], [0.0, 0.0, -0.1], [0.0, 0.0, -0.1], [0.0, 0.0, 0.0], [0.0, 0.1, 0.1], [-0.1, 0.0, 0.1], [0.0, 0.0, 0.0], [-0.7, 0.0, 0.2], [0.0, -0.2, 0.0], [0.1, 0.0, 0.0], [0.0, 0.1, 0.0], [0.0, 0.0, 0.0], [-0.1, 0.2, 0.0]],
  "e_homo_ev": -5.382,
  "homo_lumo_gap_ha": 0.091,
  "charge": 0
}